Entry from OMol25: C3H3ClO as an isolated structure (ωB97M-V with the def2-TZVPD basis set).

Each line ends with the Mulliken charge.
Positions of all 8 atoms, in Å:
C1 1.675267 0.274564 0.764157  -0.314
C2 0.585529 0.271330 0.058952  0.285
C3 -1.169411 -0.616115 -0.422936  -0.285
O1 1.302282 1.069578 -0.680979  -0.401
Cl1 -2.433481 0.322909 0.253017  -0.116
H1 2.205116 0.852206 1.480679  0.255
H2 -1.043882 -1.579443 0.046627  0.290
H3 -1.121419 -0.595032 -1.499514  0.286

Forces on the atoms, in the same order (eV/Å):
0.388 -0.411 0.436
-3.530 -1.821 -1.420
4.074 1.816 1.223
-0.329 0.235 -0.639
-0.459 0.163 0.086
0.035 0.114 0.466
-0.110 -0.102 -0.035
-0.068 0.006 -0.116

The HOMO energy is -8.5886 eV. The value obtained for the frontier orbital gap is 9.2 eV. As for the spin multiplicity: 1. The total charge is 0.